No. 1
The following is a DFT calculation (wB97M-V/def2-TZVPD) of C25H29N4O6Pt as an isolated structure at a distorted geometry.

```
65
Properties=species:S:1:pos:R:3:nbo_charge:R:1
Pt -0.379 -0.153 -0.162 1.013
O -0.791 5.064 2.571 -0.571
O -1.286 0.786 4.518 -0.534
O 0.177 3.276 0.681 -0.539
O -0.873 -2.418 -0.162 -0.732
O -1.303 3.684 5.141 -0.507
O -0.068 0.401 1.979 -0.755
N 0.890 1.240 -0.592 -0.584
N -1.268 -4.614 -0.049 -0.440
N -2.950 -2.971 0.506 -0.439
N -1.730 1.243 -0.922 -0.576
C -3.169 2.648 -1.919 -0.334
C 4.618 1.561 -0.040 -0.227
C -3.181 -1.532 0.667 -0.411
C -1.958 -5.884 0.101 -0.402
C -1.921 3.312 -1.781 -0.309
C 3.252 1.794 0.171 0.045
C 2.963 2.847 1.218 -0.436
C 0.124 -4.821 -0.437 -0.408
C 2.812 -0.086 -1.280 -0.026
C 2.925 4.285 0.699 -0.592
C -1.083 2.403 -1.170 0.049
C 1.888 -1.045 -1.975 -0.383
C 0.279 2.519 -0.603 0.217
C -4.100 -3.848 0.671 -0.402
C -1.054 3.173 4.084 0.391
C 4.171 -0.296 -1.430 -0.221
C 5.097 0.547 -0.839 -0.239
C 1.422 -0.568 -3.349 -0.606
C -1.701 -3.312 0.087 0.814
C 2.304 1.004 -0.522 0.133
C -0.725 3.870 2.774 0.364
C -3.011 1.380 -1.380 -0.111
C -0.300 2.830 1.845 0.208
C -0.385 1.546 2.409 0.271
C -0.964 1.685 3.782 0.392
H -4.080 3.049 -2.339 0.201
H 2.212 4.407 -0.115 0.209
H 5.320 2.196 0.492 0.196
H 0.649 -3.877 -0.487 0.258
H 1.030 -1.148 -1.321 0.179
H 2.360 -2.028 -2.045 0.196
H -1.672 4.324 -2.066 0.208
H -4.341 -4.401 -0.238 0.192
H -3.737 0.587 -1.303 0.177
H -3.988 -4.546 1.500 0.193
H -3.125 -1.011 -0.283 0.215
H -4.956 -3.221 0.897 0.218
H 2.282 -0.323 -3.980 0.195
H -2.996 -5.792 0.371 0.214
H 3.771 2.779 1.951 0.196
H 0.805 0.327 -3.246 0.231
H 0.868 3.231 -1.176 0.195
H 0.610 -5.468 0.297 0.187
H -1.904 -6.443 -0.837 0.189
H 2.059 2.605 1.756 0.229
H 6.161 0.393 -0.968 0.200
H 0.174 -5.312 -1.413 0.183
H -2.463 -1.089 1.356 0.239
H 3.912 4.583 0.331 0.186
H 4.502 -1.138 -2.031 0.195
H 2.627 4.974 1.491 0.217
H -4.170 -1.389 1.094 0.200
H -1.462 -6.482 0.870 0.192
H 0.830 -1.336 -3.855 0.198
```

charge	-1
energy above the lowest of the compared OMol25 structures with the same formula, charge and spin	77.8	kcal/mol
HOMO	-0.15835	hartree
Kohn-Sham gap	0.23049	Eh
electronic energy	-1759.7801	Eh

=====

No. 2
The following is a DFT calculation (wB97M-V/def2-TZVPD) of C25H29N6O2Re as an isolated structure at a distorted geometry.

```
63
Properties=species:S:1:pos:R:3:nbo_charge:R:1
Re 0.187 0.399 -0.397 1.687
O -2.231 1.004 0.751 -0.571
O 1.792 1.581 2.588 -0.560
N 0.497 -1.284 0.938 -0.464
N 1.800 1.695 -0.424 -0.845
N -0.150 1.241 1.466 -0.675
N -0.290 0.874 -2.447 -0.543
N -1.250 -0.975 -0.904 -0.479
N 3.988 2.474 -0.530 -0.301
C 5.414 2.227 -0.504 -0.223
C -1.578 -1.941 -0.032 0.207
C -0.536 -3.218 1.886 -0.190
C -0.532 -2.167 0.974 0.220
C 6.015 2.659 0.833 -0.623
C 1.596 -2.481 2.680 -0.190
C 3.543 0.110 -0.964 -0.680
C 1.537 -1.447 1.757 0.070
C -1.425 0.277 -2.892 0.188
C -0.386 1.968 3.674 -0.515
C -1.913 0.518 -4.172 -0.175
C -1.782 1.733 3.081 -0.525
C 0.351 1.714 -3.262 0.106
C -1.222 1.372 -5.021 -0.058
C -3.628 -2.302 -1.211 -0.059
C 3.097 1.493 -0.611 0.565
C -1.504 1.312 1.681 0.714
C 3.585 3.867 -0.398 -0.247
C 0.536 -3.374 2.753 -0.091
C 3.087 4.249 1.005 -0.655
C -2.781 -2.630 -0.159 -0.178
C -2.020 -0.696 -1.965 0.219
C 0.589 1.595 2.581 0.710
C -0.069 1.987 -4.553 -0.206
C -3.245 -1.335 -2.130 -0.173
H -2.349 0.952 3.593 0.279
H 5.626 1.175 -0.665 0.221
H 2.322 -0.704 1.709 0.244
H 2.814 4.088 -1.144 0.207
H -3.893 -1.078 -2.950 0.263
H 0.538 -4.174 3.479 0.271
H 2.455 -2.569 3.328 0.272
H 4.186 -0.318 -0.196 0.273
H 0.496 2.658 -5.180 0.275
H 7.024 2.265 0.893 0.258
H -2.808 0.024 -4.518 0.260
H 4.451 4.480 -0.649 0.256
H 1.253 2.171 -2.873 0.225
H -0.182 1.380 4.571 0.279
H 2.697 3.393 1.551 0.226
H -1.351 -3.924 1.901 0.257
H -4.569 -2.822 -1.325 0.275
H 1.594 2.675 -0.207 0.426
H 6.075 3.739 0.947 0.228
H 5.430 2.253 1.655 0.216
H -0.217 3.010 3.955 0.282
H 2.316 5.010 0.931 0.239
H 2.675 -0.541 -1.100 0.213
H 4.107 0.123 -1.898 0.280
H 3.897 4.666 1.593 0.254
H -1.575 1.541 -6.028 0.274
H 5.884 2.797 -1.310 0.235
H -3.057 -3.402 0.540 0.265
H -2.418 2.621 3.086 0.290
```

charge	+3
HOMO (alpha / beta)	-0.65275 / -0.65143	hartree
Kohn-Sham gap (alpha / beta)	0.22324 / 0.23513	Eh
electronic energy	-1526.4514	Eh
⟨S²⟩	0.756
multiplicity	2

=====

No. 3
The following is a DFT calculation (wB97M-V/def2-TZVPD) of a 2-piece molecular cluster, C25H29Si overall at a distorted geometry.

```
55
Properties=species:S:1:pos:R:3:nbo_charge:R:1
Si -1.454 -1.247 6.456 1.792
C 6.315 -1.307 0.102 -0.643
C -3.205 -1.067 7.319 -0.526
C 2.580 -1.126 0.895 -0.104
C -4.723 -1.271 9.242 -0.197
C 0.171 -0.916 2.754 -0.234
C -4.723 -1.322 1.035 0.007
C -4.761 -0.628 2.247 -0.202
C 2.569 -0.478 2.161 -0.138
C -5.990 -1.713 0.327 -0.642
C -1.126 -0.609 3.456 -0.378
C 5.017 -0.285 1.995 -0.217
C 1.353 -0.247 2.931 -0.102
C -5.737 -0.741 8.439 -0.186
C -3.575 -0.300 2.914 -0.221
C 3.831 -0.013 2.650 -0.155
C -0.353 -0.160 7.568 -1.147
C -2.312 -0.789 2.494 0.034
C -5.541 -0.358 7.104 -0.220
C -3.434 -1.429 8.672 -0.196
C -3.477 -1.667 0.507 -0.201
C 3.784 -1.390 0.241 -0.239
C -4.249 -0.531 6.552 -0.140
C 5.011 -1.015 0.793 0.029
C -0.989 -3.046 6.831 -1.161
C -2.263 -1.372 1.197 -0.202
H -6.717 -0.620 8.867 0.228
H -0.379 -0.434 8.650 0.299
H -5.735 -0.353 2.669 0.223
H -6.615 -2.367 0.951 0.230
H -4.881 -1.573 10.292 0.241
H 0.666 -0.204 7.132 0.250
H -5.823 -2.249 -0.617 0.227
H 1.424 0.511 3.711 0.202
H -3.632 0.370 3.772 0.196
H -6.651 -0.860 0.108 0.233
H -1.605 -3.708 6.175 0.265
H -1.351 -1.642 0.670 0.220
H 1.630 -1.460 0.440 0.200
H 0.179 -1.767 1.997 0.221
H 5.985 0.025 2.410 0.224
H -1.121 0.489 3.777 0.237
H -4.053 -0.251 5.512 0.189
H 6.977 -1.912 0.733 0.231
H -1.094 -3.337 7.898 0.293
H -3.442 -2.219 -0.423 0.224
H -1.365 -0.815 4.420 0.100
H -0.671 0.906 7.422 0.261
H -6.349 0.070 6.469 0.234
H 6.908 -0.407 -0.111 0.234
H 6.175 -1.862 -0.832 0.223
H 3.859 0.530 3.598 0.210
H 0.051 -3.185 6.455 0.254
H 3.808 -1.928 -0.709 0.222
H -2.603 -1.835 9.278 0.216
```

charge	+1
energy above the lowest of the compared OMol25 structures with the same formula, charge and spin	73.6	kcal/mol
HOMO	-0.39842	hartree
Kohn-Sham gap	0.17358	Eh
electronic energy	-1259.1584	Eh

=====

No. 4
The following is a DFT calculation (wB97M-V/def2-TZVPD) of C25H30BaN13S3 as an isolated structure.

```
72
Properties=species:S:1:pos:R:3:mulliken_charge:R:1
Ba 0.989 0.095 0.100 1.403
S 2.122 -2.234 3.888 -0.246
S -0.761 1.100 2.680 -0.375
S 3.428 -0.327 1.953 -0.355
N 2.663 3.721 -1.257 -0.113
N -1.069 0.108 -2.120 0.894
N -1.930 -1.379 2.359 0.447
N 0.696 -1.844 -2.034 0.429
N 4.162 2.903 -2.757 -0.497
N 0.999 2.875 0.159 0.027
N -1.528 -1.561 1.038 -0.462
N 1.775 -2.361 1.321 -0.373
N 1.603 5.147 0.201 0.192
N 2.632 1.416 -1.755 -0.180
N -2.815 -1.766 4.330 -0.838
N -1.004 -0.569 -3.155 -0.678
N -2.145 -0.574 4.296 0.233
C 1.064 -3.413 1.871 -0.557
C -2.678 -2.245 3.139 0.926
C 1.118 -3.509 3.273 0.596
C 0.355 -4.375 1.145 0.223
C -1.992 1.192 -2.158 -0.064
C 0.470 -4.534 3.949 -0.509
C -2.325 1.744 -0.927 0.160
C 3.130 2.584 -1.898 0.083
C -0.069 -1.652 -3.107 -0.280
C 0.865 -3.529 -4.236 -0.475
C -3.221 2.801 -0.868 -0.781
C -2.529 1.701 -3.339 -0.414
C 0.528 5.463 1.126 -1.251
C -0.229 -5.481 3.216 -0.436
C 1.546 -2.868 -2.049 -0.685
C -0.278 -5.405 1.823 -0.960
C 1.673 -3.732 -3.130 -0.737
C -3.760 3.311 -2.040 -0.448
C 2.665 6.127 0.013 -1.098
C 2.425 -1.669 2.241 0.157
C -1.596 -0.288 3.113 0.243
C -0.030 -2.467 -4.226 -0.314
C 1.707 3.863 -0.252 0.149
C -3.411 2.764 -3.271 -0.634
C -3.246 -3.518 2.641 -1.061
H -2.454 -4.191 2.313 0.110
H -0.726 -6.293 3.728 0.404
H 0.426 3.152 0.949 -0.193
H -1.900 1.340 -0.015 0.332
H 4.805 3.622 -2.464 0.195
H 0.709 5.061 2.128 0.373
H -3.494 3.222 0.090 0.466
H 0.435 6.543 1.199 0.392
H -3.800 -3.988 3.449 0.346
H -0.687 -2.256 -5.058 0.551
H 2.626 6.604 -0.971 0.306
H -3.925 -3.337 1.806 0.327
H -1.095 -2.480 0.960 -0.099
H 2.549 6.911 0.757 0.404
H 3.192 0.741 -2.270 -0.021
H 2.952 4.579 -1.695 0.265
H 2.386 -4.542 -3.091 0.472
H 0.343 -4.329 0.062 0.336
H -2.246 1.267 -4.287 0.458
H -0.807 -6.167 1.266 0.416
H -2.335 -1.501 0.426 0.282
H 3.649 5.681 0.164 0.390
H -2.102 0.011 5.113 0.158
H 4.610 2.125 -3.211 0.249
H -4.455 4.140 -1.998 0.405
H 0.521 -4.603 5.028 0.445
H 0.928 -4.183 -5.094 0.391
H -3.831 3.172 -4.181 0.388
H -0.420 5.073 0.752 0.430
H 2.147 -2.991 -1.154 0.683
```

charge	+1
energy above the lowest of the compared OMol25 structures with the same formula, charge and spin	5.0	kcal/mol
HOMO	-0.34984	hartree
Kohn-Sham gap	0.22483	Eh
electronic energy	-2902.5255	Eh